No. 1
{
  "formula": "C20H21N7O3S2",
  "method": "wB97M-V/def2-TZVPD",
  "total_energy_ev": -59305.933,
  "relative_energy_ev": 19.161,
  "homo_lumo_gap_ev": 7.818,
  "smiles": "CCOC(=O)Cc1nnc(NC(=O)CSc2nnc3c4ccccc4n(C(C)C)c3n2)s1",
  "total_charge": 0,
  "multiplicity": 1,
  "symbols": ["C", "C", "H", "H", "O", "C", "O", "C", "C", "N", "N", "C", "N", "C", "O", "C", "H", "H", "S", "C", "N", "N", "C", "C", "C", "C", "C", "C", "C", "N", "C", "N", "C", "C", "H", "H", "H", "C", "H", "H", "H", "H", "H", "H", "H", "H", "H", "S", "H", "H", "H", "H", "H"],
  "xyz": [[-5.1133, -2.0955, -1.3790], [-4.4173, -0.7085, -1.3616], [-3.6447, -0.4417, -2.1444], [-5.3011, 0.0245, -1.4769], [-3.8762, -0.6960, -0.2592], [-4.6782, -0.1562, 0.9743], [-5.8883, 0.0350, 1.0524], [-3.7561, 0.1411, 2.0174], [-2.7694, 1.2023, 1.8055], [-2.1748, 1.8594, 2.8223], [-1.3467, 2.9617, 2.4353], [-1.1786, 2.7887, 1.0430], [-0.1411, 3.2798, 0.3671], [0.1468, 3.3376, -0.8017], [-0.5015, 2.4401, -1.6428], [1.1063, 4.1375, -1.2860], [0.7764, 4.9877, -1.5561], [1.5134, 3.6925, -2.2626], [2.6802, 4.5834, -0.3464], [2.9834, 2.8658, 0.1880], [4.1252, 2.6576, 0.5968], [4.4772, 1.5570, 1.1307], [3.8312, 0.5599, 0.6852], [3.9159, -0.9221, 0.9316], [4.9837, -1.6008, 1.0379], [4.9003, -3.1183, 1.2308], [3.6780, -3.8821, 0.6864], [2.6908, -2.7516, 0.1327], [2.7257, -1.5723, 0.3125], [1.9950, -0.5621, -0.1783], [2.5791, 0.7641, -0.0633], [2.1113, 1.8492, -0.4250], [0.6738, -0.6052, -0.8323], [0.7017, -1.4551, -2.2382], [-0.2893, -1.3730, -2.6797], [1.4639, -0.5951, -2.8222], [1.0758, -2.3543, -2.3014], [-0.3288, -1.3290, 0.3605], [-0.1256, -2.3653, 0.1951], [-1.4580, -1.1045, -0.1806], [-0.1897, -0.9839, 1.2475], [0.1634, 0.4562, -0.7684], [1.6838, -3.4257, -0.2290], [3.5111, -4.9127, 0.6917], [5.4768, -3.7287, 1.5666], [6.0253, -1.3806, 1.6864], [0.4698, 4.0016, 1.0723], [-1.9195, 1.3668, 0.3451], [-3.1976, -0.7343, 2.2378], [-4.4726, 0.4575, 3.0538], [-5.5906, -2.1762, -2.4904], [-4.3656, -2.8040, -1.3797], [-5.7403, -2.1720, -0.8016]],
  "forces_ev_per_a": [[9.50, 3.01, -16.15], [-6.21, -0.38, -8.08], [-1.00, -0.74, 0.25], [1.28, -0.41, 0.04], [3.24, 3.06, 12.92], [-3.12, -0.10, -3.05], [3.70, -1.10, -1.55], [-1.33, 1.15, 5.14], [3.10, 1.26, 1.89], [-1.86, 1.82, -1.15], [-0.61, -3.56, -4.53], [-1.35, -2.92, 3.90], [1.51, 5.74, 11.59], [-5.09, -8.51, -9.61], [2.34, 4.24, 3.15], [8.84, -2.03, -2.98], [-2.69, 6.39, -1.85], [-0.81, 0.39, 1.46], [-1.70, -1.77, 0.49], [-3.28, 0.54, -5.54], [1.65, 4.78, 2.05], [2.80, -3.94, 0.96], [-2.40, -2.49, 0.31], [-3.21, 3.64, -2.43], [7.49, -6.91, 6.06], [-12.05, 4.65, -7.39], [2.92, 10.02, 0.90], [-3.00, -19.68, -1.13], [3.58, 12.07, 2.48], [-2.64, 5.42, -2.42], [1.76, -6.91, 1.53], [-0.03, 4.38, 1.61], [-2.24, -1.99, 2.90], [-0.23, 10.28, 0.44], [0.10, -0.03, -0.15], [-2.19, -2.90, 0.94], [2.13, -4.65, 0.34], [-2.55, -0.88, -10.72], [-0.19, -0.76, 0.64], [3.04, -0.89, 2.16], [0.72, 2.30, 5.57], [1.83, -1.97, -1.45], [2.70, 2.64, 0.40], [-0.32, -1.23, -0.03], [7.97, -6.07, 4.20], [-2.78, 0.71, -2.45], [-1.90, -2.38, -2.36], [-0.84, 2.19, -0.56], [0.39, -1.16, 0.45], [2.33, -1.07, -3.14], [0.71, -0.16, 2.47], [1.45, -1.83, 0.43], [-11.46, -1.26, 11.04]],
  "lowdin_charge": [-0.002, -0.407, 0.149, 0.148, -0.124, -0.309, 0.145, -0.126, -0.574, -0.012, 0.052, -0.487, 0.056, -0.614, -0.136, -0.365, 0.023, 0.146, 0.981, -0.555, -0.025, 0.111, -0.104, -0.102, -0.026, 0.012, 0.088, -0.055, -0.314, 0.018, -0.184, 0.189, -0.254, 0.002, 0.058, 0.160, -0.026, -0.029, 0.027, 0.109, -0.013, 0.091, 0.170, 0.054, -0.041, 0.183, 0.250, 1.180, 0.122, 0.233, 0.145, 0.056, -0.077]
}

No. 2
{
  "formula": "C46H35N11O3PSr",
  "method": "wB97M-V/def2-TZVPD",
  "total_energy_ev": -80926.204,
  "relative_energy_ev": 0.000,
  "homo_lumo_gap_ev": 8.054,
  "total_charge": 1,
  "multiplicity": 1,
  "symbols": ["Sr", "O", "C", "O", "C", "C", "C", "C", "C", "C", "P", "C", "C", "C", "C", "C", "C", "C", "C", "C", "C", "C", "C", "H", "H", "H", "H", "H", "H", "H", "H", "H", "H", "H", "H", "H", "H", "C", "N", "C", "N", "C", "N", "C", "C", "C", "C", "C", "C", "C", "N", "N", "C", "O", "C", "C", "C", "C", "C", "C", "N", "C", "N", "C", "N", "C", "H", "H", "H", "H", "H", "H", "H", "H", "H", "H", "H", "H", "H", "H", "H", "H", "N", "C", "H", "N", "C", "C", "C", "C", "C", "N", "C", "H", "H", "H", "H"],
  "xyz": [[-1.9202, -1.6896, 1.2016], [-0.4548, -2.9850, 2.3526], [-0.4934, -2.0989, 3.2589], [-1.5601, -1.5096, 3.5531], [0.8378, -1.6246, 3.7375], [1.1414, -1.5294, 5.0852], [2.4271, -1.1821, 5.4783], [3.3892, -0.9125, 4.5197], [3.0641, -0.9610, 3.1707], [1.7829, -1.3133, 2.7629], [1.2668, -1.2569, 0.9938], [1.8350, -2.8035, 0.2299], [2.3104, -3.8840, 0.9625], [2.6641, -5.0609, 0.3176], [2.5425, -5.1686, -1.0609], [2.0573, -4.0955, -1.7984], [1.6994, -2.9231, -1.1530], [2.4604, -0.0258, 0.3860], [2.4055, 1.2569, 0.9273], [3.3202, 2.2200, 0.5518], [4.2789, 1.9291, -0.4122], [4.3190, 0.6670, -0.9792], [3.4245, -0.3095, -0.5723], [0.3792, -1.7519, 5.8198], [2.6766, -1.1296, 6.5288], [4.3945, -0.6517, 4.8207], [3.8143, -0.7044, 2.4335], [2.3994, -3.8105, 2.0389], [3.0404, -5.8948, 0.8949], [2.8277, -6.0844, -1.5602], [1.9561, -4.1708, -2.8732], [1.3143, -2.0923, -1.7374], [1.6685, 1.4959, 1.6893], [3.2943, 3.1994, 1.0137], [4.9860, 2.6831, -0.7181], [5.0642, 0.4298, -1.7265], [3.5002, -1.3025, -0.9995], [-1.0092, -0.4626, -4.7306], [-1.3590, -1.1946, -3.5081], [-1.6549, -0.7328, -2.2967], [-1.7804, -1.7367, -1.4332], [-1.5682, -2.8260, -2.2205], [-1.3012, -2.5437, -3.4711], [0.3685, 0.1371, -4.7012], [1.3884, -0.3859, -5.4833], [2.6572, 0.1854, -5.4554], [2.9083, 1.2799, -4.6465], [1.8831, 1.8020, -3.8591], [0.6247, 1.2320, -3.8892], [2.1302, 2.9867, -3.0390], [3.1109, 3.8100, -3.1003], [2.8543, 4.7887, -2.1306], [1.7438, 4.4615, -1.5799], [1.2078, 3.3251, -2.1011], [1.0361, 5.1230, -0.4822], [1.3362, 6.4427, -0.1704], [0.6878, 7.0529, 0.8883], [-0.2451, 6.3528, 1.6367], [-0.5386, 5.0260, 1.3388], [-1.5008, 4.2817, 2.2426], [-1.9789, 3.0438, 1.6479], [-1.7374, 1.7778, 2.0096], [-2.2972, 0.9440, 1.1395], [-2.8788, 1.7989, 0.2521], [-2.7121, 3.0643, 0.5212], [0.0994, 4.4128, 0.2691], [-1.7712, 0.3012, -4.8892], [-1.0901, -1.2054, -5.5215], [-1.7173, 0.3173, -2.0682], [-1.5905, -3.8383, -1.8562], [1.1942, -1.2402, -6.1188], [3.4463, -0.2222, -6.0711], [3.8838, 1.7445, -4.6225], [-0.1669, 1.6763, -3.2987], [2.0655, 6.9787, -0.7604], [0.9085, 8.0828, 1.1319], [-0.7449, 6.8434, 2.4624], [-2.3630, 4.8995, 2.4943], [-1.0123, 3.9887, 3.1751], [-1.1825, 1.5004, 2.8913], [-3.4461, 1.4748, -0.6047], [-0.1014, 3.3789, 0.0205], [-1.8436, -5.5750, 0.9859], [-2.2551, -4.5135, 0.7913], [-1.4406, -6.4685, 1.1849], [-7.6525, -5.3993, 2.1728], [-7.2061, -4.3666, 1.9462], [-6.6310, -3.0790, 1.6663], [-7.4223, -1.9471, 1.5104], [-6.7885, -0.7457, 1.2487], [-5.4075, -0.7284, 1.1507], [-4.6377, -1.8122, 1.2878], [-5.2510, -2.9639, 1.5473], [-8.4977, -2.0140, 1.5967], [-7.3506, 0.1682, 1.1267], [-4.8898, 0.2036, 0.9683], [-4.6264, -3.8406, 1.6664]],
  "forces_ev_per_a": [[-1.48, 0.48, -1.63], [0.69, -0.78, 0.76], [0.38, -0.05, 0.08], [0.15, 0.30, 0.79], [-0.16, -0.10, 0.33], [0.08, -0.01, 0.10], [-0.15, -0.04, 0.02], [0.04, 0.02, -0.07], [0.11, 0.08, 0.03], [0.24, -0.17, -0.22], [-0.02, 0.22, 0.27], [-0.08, -0.03, 0.03], [0.04, 0.00, 0.04], [0.00, 0.00, -0.04], [-0.01, 0.04, 0.01], [0.02, -0.06, 0.01], [-0.12, -0.08, -0.05], [0.03, -0.07, -0.22], [-0.14, 0.04, 0.09], [0.08, 0.19, -0.07], [-0.05, 0.02, -0.01], [0.11, 0.12, -0.04], [0.04, -0.14, -0.07], [-0.02, 0.00, 0.02], [0.00, 0.00, 0.03], [0.03, 0.01, -0.01], [0.01, -0.02, 0.01], [-0.01, 0.02, 0.00], [0.01, -0.02, 0.01], [0.00, -0.03, -0.02], [-0.01, -0.01, -0.01], [0.00, 0.01, 0.02], [-0.01, -0.04, -0.02], [-0.02, 0.02, -0.04], [0.08, 0.12, -0.04], [0.03, 0.01, -0.02], [0.01, 0.11, 0.06], [-0.26, -0.26, -0.07], [0.06, -0.13, 0.14], [0.26, -0.03, 0.24], [-0.17, 0.28, -0.47], [0.12, -0.01, -0.03], [0.07, 0.01, -0.16], [0.06, -0.10, 0.09], [0.07, 0.01, 0.04], [-0.08, 0.05, 0.07], [-0.04, -0.06, -0.02], [0.30, 0.13, 0.00], [-0.17, 0.02, -0.01], [-0.17, -0.25, -0.09], [0.00, 0.33, 0.27], [0.20, -0.23, -0.27], [-0.32, -0.05, 0.24], [0.24, 0.12, -0.03], [0.00, -0.14, 0.03], [0.00, 0.00, -0.01], [-0.03, 0.05, 0.04], [0.00, -0.05, -0.02], [0.04, 0.01, 0.03], [0.10, -0.15, -0.01], [0.01, -0.27, 0.04], [-0.05, 0.09, -0.14], [0.09, 0.40, 0.14], [-0.08, -0.24, -0.13], [-0.04, 0.22, -0.02], [0.09, 0.09, 0.11], [0.02, 0.00, 0.00], [-0.04, 0.10, -0.05], [-0.06, 0.05, 0.04], [-0.03, -0.03, 0.01], [-0.01, -0.02, -0.02], [0.02, -0.01, -0.02], [0.02, 0.02, 0.01], [-0.02, 0.00, 0.02], [0.03, 0.00, -0.03], [0.00, 0.01, 0.00], [-0.02, 0.01, 0.03], [0.02, -0.01, -0.06], [0.01, 0.11, -0.02], [0.04, -0.04, 0.03], [-0.03, -0.03, -0.04], [-0.01, 0.00, -0.02], [-0.04, -0.04, -0.07], [0.06, -0.11, -0.02], [-0.01, -0.01, 0.01], [-0.01, -0.03, 0.00], [0.02, 0.07, 0.01], [-0.04, -0.07, 0.01], [0.06, 0.03, -0.01], [0.01, -0.05, 0.01], [-0.01, 0.08, 0.02], [-0.20, 0.01, 0.05], [0.06, -0.10, -0.01], [-0.01, 0.00, 0.00], [-0.01, 0.01, 0.00], [0.01, 0.02, -0.01], [-0.02, 0.02, -0.01]],
  "lowdin_charge": [1.351, -0.267, -0.729, -0.123, -0.161, -0.008, -0.060, -0.060, -0.066, -0.296, 1.091, -0.373, -0.070, -0.071, -0.078, -0.078, -0.141, -0.385, -0.118, -0.079, -0.078, -0.070, -0.079, 0.124, 0.109, 0.110, 0.113, 0.110, 0.107, 0.105, 0.107, 0.099, 0.102, 0.111, 0.109, 0.110, 0.096, -0.061, -0.099, -0.143, -0.013, -0.223, 0.133, -0.201, -0.019, -0.044, -0.005, -0.132, 0.023, -0.306, 0.141, 0.141, -0.309, 0.122, -0.133, -0.007, -0.049, -0.029, -0.188, -0.062, -0.126, -0.115, -0.002, -0.234, 0.138, 0.027, 0.137, 0.128, 0.119, 0.099, 0.118, 0.113, 0.121, 0.118, 0.122, 0.114, 0.120, 0.138, 0.140, 0.144, 0.112, 0.113, 0.149, -0.043, 0.106, 0.183, -0.167, -0.191, 0.013, -0.023, -0.117, -0.001, -0.082, 0.133, 0.117, 0.085, 0.094]
}

No. 3
{
  "formula": "C5H8N2S",
  "method": "wB97M-V/def2-TZVPD",
  "total_energy_ev": -19125.083,
  "relative_energy_ev": 5.338,
  "homo_lumo_gap_ev": 8.868,
  "smiles": "S=CN1CC1.C1=NC1",
  "total_charge": 0,
  "multiplicity": 1,
  "symbols": ["C", "C", "C", "C", "C", "N", "N", "S", "H", "H", "H", "H", "H", "H", "H", "H"],
  "xyz": [[0.7428, 0.7767, 0.6810], [2.3240, -0.5925, -0.8284], [1.9227, -1.4221, 0.2601], [-2.5043, 0.5746, -0.8825], [-2.6955, 0.5657, 0.5750], [1.7521, -0.0307, 0.3021], [-2.3517, -0.5669, -0.3265], [0.2902, 2.1740, 0.0125], [3.3803, -0.2428, -0.9237], [1.6991, -0.6688, -1.6594], [1.0324, -2.0615, 0.1019], [2.7049, -1.8506, 0.8104], [-2.8106, 1.1785, -1.6587], [0.1207, 0.4223, 1.4103], [-1.9729, 1.1201, 1.1357], [-3.6341, 0.6239, 0.9901]],
  "forces_ev_per_a": [[1.18, 0.12, -2.50], [2.53, 2.12, -1.77], [-1.42, -2.32, 0.97], [-0.86, -2.20, 3.80], [1.59, 1.06, -1.17], [-1.27, 1.23, 2.29], [0.46, 1.06, -1.52], [0.33, 0.92, -0.56], [-0.86, -0.87, -0.51], [-0.57, 0.29, -1.69], [0.54, 0.46, 0.19], [0.74, -0.53, 1.19], [0.17, 0.57, -2.19], [-1.05, -1.33, 2.32], [0.75, -0.27, 0.43], [-2.27, -0.31, 0.74]],
  "lowdin_charge": [-0.683, -0.125, -0.119, -0.132, -0.216, -0.133, 0.102, 0.646, 0.142, 0.103, 0.138, 0.096, 0.085, 0.026, 0.020, 0.050]
}